Molecular formula: H6O3
Method: DFT, ωB97M-V with the def2-TZVPD basis set

The calculation puts the LUMO energy (spin up / spin down) at 4.287 / 4.199 eV. Its total charge is -1. As for the expectation value of S²: 0.7504. The spin multiplicity is 2. Its HOMO-LUMO gap (spin up / spin down) is 3.47 / 11.34 eV. The HOMO energy (spin up / spin down) is 0.8121 / -7.1377 eV.

Last columns: bonded neighbours and bond lengths (Å).
CARTESIAN COORDINATES (ANGSTROEM)
1 O -2.32 -1.09 1.50  H2 0.957, H3 0.957
2 H -2.93 -0.35 1.45  O1 0.957
3 H -1.46 -0.70 1.36  O1 0.957
4 O 0.31 0.32 1.09  H5 0.957, H6 0.957
5 H 0.46 1.26 1.14  O4 0.957
6 H 1.09 -0.04 0.67  O4 0.957
7 O 1.66 0.53 -2.61  H8 0.957, H9 0.957
8 H 0.89 -0.04 -2.58  O7 0.957
9 H 2.29 0.12 -2.03  O7 0.957

Here is what Mulliken gives for the atomic charges, in e:
1. O -1.12
2. H 0.37
3. H 0.53
4. O -1.49
5. H 0.63
6. H 0.44
7. O -1.47
8. H 0.51
9. H 0.61

Molecular formula: H6O3
Method: DFT, ωB97M-V with the def2-TZVPD basis set

The calculation puts the LUMO energy at 0.231 eV. Its total charge is 0. The SMILES is O.O.O. The spin multiplicity is 1. Its HOMO-LUMO gap is 10.07 eV. The HOMO energy is -9.8342 eV.

Last columns: bonded neighbours and bond lengths (Å).
CARTESIAN COORDINATES (ANGSTROEM)
1 O -0.52 -0.46 2.19  H2 0.957, H3 0.957
2 H 0.03 -0.07 1.52  O1 0.957
3 H -0.49 -1.40 2.00  O1 0.957
4 O 0.58 -0.10 0.24  H5 0.957, H6 0.957
5 H 0.55 -1.03 0.02  O4 0.957
6 H 0.48 0.35 -0.61  O4 0.957
7 O -0.47 0.62 -1.71  H8 0.957, H9 0.957
8 H -0.53 1.55 -1.47  O7 0.957
9 H 0.36 0.55 -2.18  O7 0.957

Here is what Mulliken gives for the atomic charges, in e:
1. O -0.70
2. H 0.45
3. H 0.25
4. O -0.69
5. H 0.30
6. H 0.34
7. O -0.69
8. H 0.37
9. H 0.37

Molecular formula: H6O3
Method: DFT, ωB97M-V with the def2-TZVPD basis set

The calculation puts the LUMO energy at 1.117 eV. Its total charge is 0. The SMILES is O.O.O. The spin multiplicity is 1. Its HOMO-LUMO gap is 12.57 eV. The HOMO energy is -11.4522 eV.

Last columns: bonded neighbours and bond lengths (Å).
CARTESIAN COORDINATES (ANGSTROEM)
1 O 7.34 -0.04 -2.89  H2 0.980, H3 0.945
2 H 8.02 0.57 -3.26  O1 0.980
3 H 7.42 -0.89 -3.28  O1 0.945
4 O -4.06 -2.22 -1.15  H5 1.007, H6 0.984
5 H -3.85 -2.92 -1.84  O4 1.007
6 H -4.74 -2.64 -0.59  O4 0.984
7 O -3.47 2.35 4.20  H8 0.992, H9 0.928
8 H -3.50 2.73 5.12  O7 0.992
9 H -3.17 3.07 3.69  O7 0.928

Here is what Mulliken gives for the atomic charges, in e:
1. O -0.64
2. H 0.33
3. H 0.32
4. O -0.65
5. H 0.33
6. H 0.32
7. O -0.63
8. H 0.32
9. H 0.31

Molecular formula: H6O3
Method: DFT, ωB97M-V with the def2-TZVPD basis set

The calculation puts the LUMO energy at 0.423 eV. Its total charge is 0. The SMILES is O.O.O. The spin multiplicity is 1. Its HOMO-LUMO gap is 11.19 eV. The HOMO energy is -10.7716 eV.

Last columns: bonded neighbours and bond lengths (Å).
CARTESIAN COORDINATES (ANGSTROEM)
1 O 13.24 -0.08 -26.36  H2 0.972, H3 0.937
2 H 12.76 -0.62 -25.71  O1 0.972
3 H 12.62 -0.09 -27.07  O1 0.937
4 O 15.20 -2.09 -25.85  H5 0.924, H6 0.954
5 H 15.82 -2.38 -26.48  O4 0.924
6 H 14.57 -1.51 -26.27  O4 0.954
7 O 14.95 -1.61 -23.00  H8 0.963, H9 0.970
8 H 14.23 -1.10 -22.63  O7 0.963
9 H 14.98 -1.61 -23.97  O7 0.970

Here is what Mulliken gives for the atomic charges, in e:
1. O -0.69
2. H 0.33
3. H 0.32
4. O -0.67
5. H 0.29
6. H 0.37
7. O -0.64
8. H 0.31
9. H 0.37

Molecular formula: H6O3
Method: DFT, ωB97M-V with the def2-TZVPD basis set

The calculation puts the LUMO energy at 0.277 eV. Its total charge is 0. The SMILES is O.O.O. The spin multiplicity is 1. Its HOMO-LUMO gap is 10.92 eV. The HOMO energy is -10.6474 eV.

Last columns: bonded neighbours and bond lengths (Å).
CARTESIAN COORDINATES (ANGSTROEM)
1 O 6.84 -25.00 20.85  H2 0.967, H3 0.974
2 H 6.84 -24.12 20.46  O1 0.967
3 H 6.25 -24.88 21.62  O1 0.974
4 O 9.02 -23.92 22.57  H5 1.001, H6 0.930
5 H 8.62 -24.41 21.80  O4 1.001
6 H 8.40 -23.83 23.26  O4 0.930
7 O 10.86 -21.96 22.67  H8 0.948, H9 0.945
8 H 10.29 -22.70 22.52  O7 0.948
9 H 10.53 -21.83 23.54  O7 0.945

Here is what Mulliken gives for the atomic charges, in e:
1. O -0.70
2. H 0.35
3. H 0.33
4. O -0.69
5. H 0.36
6. H 0.28
7. O -0.63
8. H 0.43
9. H 0.26

Molecular formula: H6O3
Method: DFT, ωB97M-V with the def2-TZVPD basis set

The calculation puts the LUMO energy at 0.758 eV. Its total charge is 0. The SMILES is O.O.O. The spin multiplicity is 1. Its HOMO-LUMO gap is 12.01 eV. The HOMO energy is -11.2483 eV.

Last columns: bonded neighbours and bond lengths (Å).
CARTESIAN COORDINATES (ANGSTROEM)
1 O 1.37 0.95 0.85  H2 0.957, H3 0.957
2 H 1.76 1.76 1.20  O1 0.957
3 H 0.46 1.18 0.68  O1 0.957
4 O -3.93 0.59 0.47  H5 0.957, H6 0.957
5 H -4.02 0.42 -0.47  O4 0.957
6 H -4.83 0.64 0.79  O4 0.957
7 O 3.30 -1.74 -1.47  H8 0.957, H9 0.957
8 H 3.00 -2.63 -1.25  O7 0.957
9 H 2.89 -1.18 -0.81  O7 0.957

Here is what Mulliken gives for the atomic charges, in e:
1. O -0.63
2. H 0.32
3. H 0.32
4. O -0.64
5. H 0.32
6. H 0.32
7. O -0.65
8. H 0.31
9. H 0.33

Molecular formula: H6O3
Method: DFT, ωB97M-V with the def2-TZVPD basis set

The calculation puts the LUMO energy at 0.496 eV. Its total charge is 0. The SMILES is O.O.O. The spin multiplicity is 1. Its HOMO-LUMO gap is 11.78 eV. The HOMO energy is -11.2829 eV.

Last columns: bonded neighbours and bond lengths (Å).
CARTESIAN COORDINATES (ANGSTROEM)
1 O 0.81 1.46 -2.03  H2 0.966, H3 0.962
2 H 0.63 1.36 -1.08  O1 0.966
3 H 1.02 0.57 -2.33  O1 0.962
4 O -0.99 -2.05 0.90  H5 0.965, H6 0.965
5 H -1.12 -1.54 0.09  O4 0.965
6 H -0.03 -2.16 0.95  O4 0.965
7 O 0.21 0.71 0.95  H8 0.968, H9 0.965
8 H -0.30 0.09 1.49  O7 0.968
9 H -0.24 1.56 1.06  O7 0.965

Here is what Mulliken gives for the atomic charges, in e:
1. O -0.64
2. H 0.34
3. H 0.31
4. O -0.69
5. H 0.34
6. H 0.33
7. O -0.66
8. H 0.35
9. H 0.32

Molecular formula: H6O3
Method: DFT, ωB97M-V with the def2-TZVPD basis set

The calculation puts the LUMO energy at 0.450 eV. Its total charge is 0. The SMILES is O.O.O. The spin multiplicity is 1. Its HOMO-LUMO gap is 11.03 eV. The HOMO energy is -10.5793 eV.

Last columns: bonded neighbours and bond lengths (Å).
CARTESIAN COORDINATES (ANGSTROEM)
1 O 0.21 -1.09 2.57  H2 0.960, H3 0.968
2 H -0.15 -0.30 2.98  O1 0.960
3 H -0.07 -1.04 1.64  O1 0.968
4 O -0.02 1.44 -1.71  H5 0.961, H6 0.962
5 H 0.66 2.09 -1.51  O4 0.961
6 H -0.79 1.94 -2.00  O4 0.962
7 O -0.12 -1.01 -0.31  H8 0.971, H9 0.961
8 H -0.15 -0.31 -0.98  O7 0.971
9 H 0.43 -1.71 -0.68  O7 0.961

Here is what Mulliken gives for the atomic charges, in e:
1. O -0.65
2. H 0.31
3. H 0.37
4. O -0.66
5. H 0.31
6. H 0.31
7. O -0.67
8. H 0.37
9. H 0.31

Summary of ΔE to the lowest compared entry with this formula, charge and spin in kcal per mole
2.5 41.5 18.9 10.5 13.9 12.8 8.9 5.5
(order as listed above)
Summary of max |F| in eV/A
1.501 3.046 2.698 2.329 2.823 0.374 0.251 0.291
(order as listed above)